A cluster of 11 separate species, C48H84N2O18 in total at a distorted geometry, computed with the ωB97M-V functional and the def2-TZVPD basis.

The geometry in XYZ format:
```
152
Properties=species:S:1:pos:R:3:forces:R:3
O 5.1693 -5.5569 2.3341 0.831 0.026 0.020
C 4.0196 -5.2816 2.4450 -0.645 -1.266 -1.801
O 3.0350 -6.1537 2.0211 2.414 -0.392 -0.616
C 1.7899 -5.7064 2.4430 -1.732 0.112 -1.413
C 2.1062 -4.8134 3.5817 -0.690 1.387 1.017
C 3.3465 -4.1076 2.9698 -0.964 2.259 1.448
H 1.2625 -6.6280 2.6273 -0.693 -0.025 0.501
H 1.2703 -5.1366 1.6181 0.515 -0.608 0.850
H 2.3357 -5.3806 4.4681 0.460 -0.369 0.359
H 1.2565 -4.1774 3.8847 0.480 0.097 -0.434
H 4.0450 -3.5332 3.6256 -0.849 -0.447 -0.350
H 2.9100 -3.3961 2.2055 0.858 -0.850 0.473
O -4.0492 0.1231 -5.5178 0.484 0.258 0.047
C -3.3543 0.9646 -5.0303 0.355 0.456 0.719
O -1.9718 0.8646 -4.9177 -0.648 0.350 0.270
C -1.4923 2.0379 -4.1598 1.619 0.211 -3.820
C -2.4879 3.1098 -4.5669 0.372 0.161 2.207
C -3.7256 2.2938 -4.3452 -2.425 0.160 0.144
H -0.4492 2.2914 -4.5149 -1.027 -0.566 0.198
H -1.4212 1.7786 -3.1546 -0.378 -0.247 1.905
H -2.4280 3.3497 -5.6189 0.395 0.245 -0.185
H -2.3546 3.9999 -3.9107 -0.360 -0.446 -0.616
H -4.6869 2.8061 -4.6310 0.931 -0.894 -0.447
H -3.9540 2.0279 -3.2878 0.728 0.114 -0.428
O -0.4686 -5.5195 -4.4157 0.769 -0.190 2.230
C 0.3416 -5.3981 -3.5021 0.435 0.816 -2.118
O 0.4771 -6.1845 -2.4088 -0.890 0.238 -0.978
C 1.7036 -5.8118 -1.7116 -0.064 -3.293 -0.112
C 2.5546 -5.1931 -2.7547 1.859 1.558 0.105
C 1.5070 -4.3739 -3.4861 -0.746 0.901 1.874
H 2.0370 -6.8022 -1.2439 -0.155 1.642 -0.495
H 1.4216 -5.0859 -1.0017 -0.067 0.725 1.190
H 3.0007 -5.8055 -3.5329 0.218 -0.807 0.483
H 3.3799 -4.6027 -2.2355 -1.045 -0.514 -0.944
H 1.8245 -3.8939 -4.3982 -0.269 -0.383 -0.511
H 1.2203 -3.5365 -2.7814 -0.028 -0.726 -0.731
O -3.0401 -0.5132 -2.3631 0.945 -1.912 0.288
C -2.9006 -1.7258 -2.4941 0.265 2.083 -0.338
O -2.0500 -2.5017 -1.7878 0.012 2.089 0.813
C -2.5060 -3.8332 -1.7972 -0.036 -0.647 0.437
C -3.3064 -3.9616 -3.0882 3.014 -0.859 -1.314
C -3.5599 -2.5639 -3.5184 -1.221 1.063 -0.427
H -3.0944 -3.9960 -0.8624 0.403 -0.101 -0.666
H -1.5980 -4.4245 -1.8135 -0.144 -0.448 0.294
H -4.1728 -4.4950 -2.9370 -1.910 -1.316 0.188
H -2.6430 -4.4982 -3.8253 -0.891 0.369 0.649
H -4.6259 -2.3221 -3.4596 0.076 0.120 -0.376
H -3.1797 -2.2178 -4.4991 -0.264 -0.407 0.407
O -0.2370 1.5926 5.3074 -0.381 0.379 -0.045
C -1.2291 2.2572 5.1455 -0.025 -0.356 -1.229
O -2.0924 2.5402 6.1059 -0.573 0.174 1.689
C -3.0261 3.5750 5.7037 0.936 -0.342 -0.039
C -3.1742 3.3601 4.2182 -0.215 0.410 -0.924
C -1.7827 2.8634 3.8510 1.008 0.644 0.448
H -2.5535 4.5182 5.9895 -0.054 0.135 -0.368
H -3.9332 3.5060 6.2587 -0.560 -0.458 0.487
H -3.4597 4.3259 3.7437 0.146 -0.847 0.059
H -3.9072 2.5722 3.9542 0.148 0.569 0.379
H -1.0982 3.6628 3.5672 -0.102 0.271 0.178
H -1.6562 2.1759 3.0477 -0.385 -0.756 -0.580
O 2.5988 -0.8006 2.6412 -0.271 0.194 -0.094
C 3.3616 -0.3983 3.4801 -0.381 -1.260 -0.723
O 4.5819 -0.9301 3.5670 1.376 0.196 1.017
C 5.2955 -0.4018 4.7396 1.141 -1.292 -0.396
C 4.4047 0.5574 5.4365 -2.016 2.479 0.079
C 3.1763 0.6762 4.4608 -0.027 0.852 0.245
H 6.2701 -0.0107 4.4490 -0.268 0.334 -0.527
H 5.5743 -1.2476 5.3721 -0.376 -0.166 -0.086
H 4.8068 1.5852 5.6680 0.007 -1.168 -0.527
H 4.0206 0.2169 6.3917 0.123 -0.409 0.084
H 3.1676 1.5331 3.7622 0.249 0.251 0.732
H 2.1692 0.6450 4.8942 0.360 -0.015 0.082
O 3.4006 0.8711 -1.3068 -1.011 -0.606 0.913
C 4.0197 1.2317 -2.2517 0.333 0.835 0.774
O 5.3367 1.5149 -2.1067 0.089 -0.475 -0.655
C 5.8480 1.6734 -3.4330 2.114 2.623 0.014
C 4.7359 2.3509 -4.1916 -0.463 -2.085 -0.479
C 3.5401 1.5547 -3.6281 -0.355 1.184 -0.350
H 6.1680 0.7203 -3.8391 0.007 -0.117 -0.006
H 6.6954 2.4514 -3.4130 -0.770 -1.626 0.295
H 4.9462 2.2414 -5.2494 -0.398 0.110 -0.266
H 4.6884 3.3764 -3.9213 -0.181 0.926 0.202
H 3.2989 0.6280 -4.0926 0.342 -0.937 -0.801
H 2.5689 2.0707 -3.6352 0.410 0.134 0.409
O 5.4856 -1.5551 -3.2612 0.258 0.340 1.038
C 5.3028 -1.7719 -2.0806 0.669 -0.453 0.002
O 4.1567 -2.3055 -1.6693 -0.441 -0.278 0.328
C 4.1277 -2.4360 -0.2292 -0.898 -0.843 0.383
C 5.5768 -2.5008 0.2418 -0.668 0.107 -0.311
C 6.2303 -1.6382 -0.8357 0.705 0.235 -0.802
H 3.4146 -3.2676 0.0487 1.129 0.603 -0.526
H 3.6883 -1.5544 0.1613 -0.637 1.064 0.302
H 5.8629 -3.5374 0.2282 0.653 -0.379 -0.103
H 5.6837 -2.1243 1.2650 -0.036 -0.005 -0.290
H 7.2747 -1.8586 -1.0803 -0.291 -0.476 -0.170
H 6.3162 -0.5862 -0.5679 -0.574 0.206 0.134
O 0.8544 -3.3943 0.4379 -0.221 0.772 0.013
C 0.6422 -2.2581 0.0457 -0.021 -1.207 0.839
O 0.9891 -1.8964 -1.1602 -0.108 1.691 -1.260
C 0.5357 -0.4794 -1.3950 1.454 -0.448 -1.317
C 0.4103 0.1046 -0.0023 -0.095 1.243 0.440
C -0.0305 -1.1284 0.7601 0.106 -0.271 -0.131
H -0.4102 -0.5296 -1.9204 -0.326 -0.165 0.122
H 1.2875 -0.0495 -2.1285 -0.743 -0.359 1.369
H -0.3330 0.9344 0.0678 0.260 -0.701 -0.338
H 1.3327 0.5598 0.3857 0.033 -0.573 -0.271
H -1.0754 -1.2708 0.5907 -0.947 -0.223 -0.267
H 0.0983 -1.2256 1.8137 0.508 0.373 0.739
C -1.9131 6.0162 1.9577 0.193 -0.362 0.442
C -0.9141 6.1205 0.7953 -0.435 0.677 -0.619
N -0.1596 4.9008 0.5805 0.733 -0.189 1.301
C 0.6857 4.9431 -0.6028 -1.984 -1.394 -0.741
C -0.1725 4.5080 -1.8384 0.555 0.740 0.934
C 0.7152 4.6464 1.7660 -1.008 -2.130 -2.083
C 1.2633 3.2053 1.8047 -1.577 0.739 0.656
H -1.4690 5.9851 2.9714 0.260 0.088 -0.605
H -2.5539 5.1426 1.9344 -0.030 -0.306 -0.506
H -2.5640 6.8615 2.0023 -0.449 0.766 -0.251
H -1.4049 6.4337 -0.1944 0.401 -0.551 1.516
H -0.2230 6.9427 1.0557 -0.009 0.115 -0.180
H 1.0432 5.9317 -0.7802 0.821 0.894 -0.074
H 1.4677 4.2177 -0.3919 0.299 0.296 -0.624
H 0.3512 4.7075 -2.7552 0.618 -0.516 -0.554
H -0.5151 3.4795 -1.7184 0.059 0.116 -0.210
H -1.0137 5.1873 -1.9472 -0.443 -0.115 0.376
H 0.1336 4.8284 2.6195 -0.537 0.237 1.198
H 1.5741 5.2515 1.7874 1.160 1.493 -0.049
H 0.5219 2.4301 1.6950 -0.751 0.002 -0.013
H 1.5976 3.1139 2.8210 1.006 -0.460 0.310
H 1.9516 2.9919 1.0285 1.256 -0.050 -0.294
C -7.8353 -0.3695 1.4751 -1.634 0.699 1.126
C -7.1028 -0.2645 0.2235 -0.552 -1.251 -3.414
N -5.7546 0.1190 0.4501 1.329 -1.036 0.900
C -4.9367 -1.0721 0.7927 -0.992 -1.081 -0.093
C -3.6878 -0.8432 1.6288 -0.529 1.867 0.289
C -5.1057 0.8806 -0.5650 1.324 -0.650 -0.481
C -5.5465 2.3169 -0.7471 3.607 -0.920 1.111
H -8.9234 -0.4780 1.3759 0.215 -0.235 -0.331
H -7.7083 0.6155 1.9450 0.165 -0.582 0.640
H -7.4790 -1.2238 2.0300 0.107 0.126 0.741
H -7.2172 -1.2336 -0.4150 0.475 1.004 0.912
H -7.5645 0.4505 -0.4559 -0.081 0.414 0.153
H -4.5888 -1.6328 -0.1650 -0.766 0.715 1.198
H -5.6616 -1.7254 1.3634 1.090 0.294 -0.705
H -3.0366 -0.1564 1.0785 0.250 -0.245 0.167
H -3.1788 -1.7437 1.8423 0.628 -1.154 -0.154
H -3.8469 -0.3848 2.6276 -0.401 -0.080 -0.598
H -4.0632 0.9189 -0.1877 -0.333 0.149 -0.705
H -5.0377 0.3249 -1.5533 -0.325 0.542 0.805
H -6.5177 2.3810 -1.0584 -2.466 0.727 -0.686
H -5.2377 2.8593 0.1604 -0.863 0.075 -0.206
H -4.8114 2.6110 -1.4895 -0.430 0.767 -0.511
```
Positions in Å, forces in eV/Å.

Highest occupied orbital energy ... -8.4 eV
Frontier orbital gap ... 8.801 eV
Structure (SMILES) ... CCN(CC)CC.CCN(CC)CC.O=C1CCCO1.O=C1CCCO1.O=C1CCCO1.O=C1CCCO1.O=C1CCCO1.O=C1CCCO1.O=C1CCCO1.O=C1CCCO1.O=C1CCCO1